No. 1
The ion C4H8NO with charge +1 at a distorted geometry. Source: the Open Molecules 2025 dataset; level of theory: ωB97M-V with the def2-TZVPD basis set.

Its charge is +1. The calculation puts the energy above the lowest of the compared OMol25 structures with the same formula, charge and spin at 95.03 kcal/mol. The calculation puts the LUMO energy at -5.057 eV. Its gap between HOMO and LUMO is 9.8185 eV. The maximum force comes out at 0.08976 Eh/bohr.

Each line ends with the Mulliken charge.
Element x y z (Å)
O 0.23654 1.02802 -0.13786  -0.3744
H 2.01936 1.84181 0.99557  0.2696
H 0.31632 1.73648 1.69940  0.4528
C -0.05923 -0.26983 0.28587  0.0824
H -1.34349 -1.86652 1.03096  0.2746
H 1.14294 -1.34588 -2.48046  0.2414
H 0.71362 -0.43929 1.11973  0.4076
C 0.09037 -1.49534 -1.96465  -0.0745
N -0.16602 -1.12684 -0.80060  0.0439
H -2.28463 -0.54534 -0.23092  0.3267
C 0.87147 1.89311 0.86194  -0.7772
H -0.37637 -2.20506 -2.63681  0.3006
H 0.47614 2.82907 0.35618  0.2818
C -1.39734 -1.05435 0.24284  -0.4554



No. 2
A structure of composition C4H8NO at a distorted geometry. Source: the Open Molecules 2025 dataset; level of theory: ωB97M-V with the def2-TZVPD basis set.

Its charge is +1. The calculation puts the energy above the lowest of the compared OMol25 structures with the same formula, charge and spin at 68.81 kcal/mol. The calculation puts the LUMO energy at -3.302 eV. Its gap between HOMO and LUMO is 12.2518 eV. The maximum force comes out at 0.07895 Eh/bohr.

Each line ends with the Mulliken charge.
Element x y z (Å)
H 2.19880 -0.05383 0.06545  0.3792
O -0.78541 1.16113 -0.63578  -0.3080
C 0.36531 -1.03215 -0.76289  -0.5929
H -2.03861 -0.29295 -1.67183  0.3444
C 0.15557 1.24231 0.29177  0.2051
H 0.86614 0.59612 2.21506  0.3540
H 0.80698 -1.02318 -1.69691  0.3770
H 0.53337 2.31231 0.24825  0.3965
H -0.46357 -0.37983 1.69150  0.2198
C -1.34787 -0.09832 -0.83905  -0.2911
C 0.35849 0.27822 1.36775  -0.5011
N 1.08208 -0.17060 0.13350  -0.1436
H -1.94524 -0.47158 0.04136  0.2456
H 0.21396 -2.06765 -0.44820  0.3150



No. 3
A cluster of 2 separate species, C4H8NO in total at a distorted geometry. Source: the Open Molecules 2025 dataset; level of theory: ωB97M-V with the def2-TZVPD basis set.

Its charge is +1. The calculation puts the energy above the lowest of the compared OMol25 structures with the same formula, charge and spin at 137.35 kcal/mol. The calculation puts the LUMO energy (alpha / beta) at -6.553 / -6.552 eV. Its gap between HOMO and LUMO (alpha / beta) is 8.1443 / 8.1421 eV. The maximum force comes out at 0.10015 Eh/bohr.

Each line ends with the Mulliken charge.
Element x y z (Å)
H -2.17029 -0.34174 -1.67681  0.2570
H -0.87152 -0.55234 2.14308  0.2673
N -1.04586 0.07424 0.01720  0.0379
H -0.56919 1.24155 1.67461  0.3179
H 1.09364 -1.78346 -0.44102  0.3320
O 0.62520 2.00621 -0.33533  -0.5970
C 0.31938 -0.05392 0.29726  0.7741
C -2.11042 0.09795 -0.64344  -0.1218
C -0.63353 0.27727 1.34926  -0.4801
H 2.36622 -0.84699 0.24125  0.3280
H -2.91561 0.52431 -0.22823  0.3311
H 1.20166 2.02775 -1.05810  0.2788
C 1.43920 -0.76312 -0.30049  -1.0476
H 1.81318 -0.41111 -1.33368  0.3222